1.
80
Properties=species:S:1:pos:R:3 method="wB97M-V/def2-TZVPD" charge=-1 molar_mass_g_mol=747.07 gap_ev="5.585 / 5.508" s2=6.0438 multiplicity=5 e_tot_ha=-5509.36619
Fe -0.675 -1.276 -1.400
C 0.531 1.641 -3.971
Si -1.178 1.699 -3.110
C -1.678 3.553 -3.087
C -2.486 0.819 -4.191
N -1.129 0.847 -1.614
P -1.031 1.277 -0.058
C -0.180 0.476 1.203
P 0.785 -0.940 1.125
N 1.082 -1.806 -0.206
Si 2.416 -2.801 -0.658
C 3.419 -1.904 -2.021
C 1.739 -4.452 -1.333
C 3.693 -3.271 0.695
C 0.083 -2.160 2.317
C -1.304 -2.228 2.309
C -1.976 -3.175 3.056
C -1.258 -4.083 3.816
C 0.127 -4.043 3.811
C 0.797 -3.092 3.059
C 2.380 -0.416 1.845
C 3.219 0.220 0.936
C 4.448 0.707 1.328
C 4.848 0.571 2.651
C 3.999 -0.021 3.572
C 2.759 -0.498 3.177
C -0.491 3.033 -0.047
C 0.807 3.279 -0.480
C 1.275 4.573 -0.599
C 0.445 5.638 -0.278
C -0.839 5.398 0.177
C -1.308 4.100 0.296
C -2.768 1.334 0.557
C -3.043 0.913 1.852
C -4.348 0.752 2.279
C -5.396 1.015 1.412
C -5.131 1.480 0.133
C -3.824 1.627 -0.297
H 0.462 2.023 -4.985
H 0.894 0.620 -4.024
H 1.275 2.229 -3.442
H -1.885 3.878 -4.103
H -0.886 4.183 -2.694
H -2.565 3.748 -2.493
H -2.575 1.308 -5.157
H -3.468 0.809 -3.728
H -2.201 -0.214 -4.363
H 2.753 -1.497 -2.775
H 4.097 -2.592 -2.514
H 4.011 -1.084 -1.625
H 1.078 -4.280 -2.175
H 1.180 -5.004 -0.583
H 2.554 -5.084 -1.675
H 4.189 -2.403 1.114
H 4.457 -3.910 0.260
H 3.240 -3.820 1.513
H -1.835 -1.510 1.697
H -3.056 -3.195 3.055
H -1.776 -4.826 4.407
H 0.688 -4.750 4.408
H 1.878 -3.073 3.048
H 2.875 0.307 -0.088
H 5.093 1.198 0.610
H 5.818 0.935 2.960
H 4.306 -0.105 4.605
H 2.087 -0.936 3.901
H 1.434 2.430 -0.731
H 2.285 4.754 -0.939
H 0.804 6.652 -0.387
H -1.478 6.229 0.441
H -2.312 3.906 0.646
H -2.205 0.705 2.504
H -4.545 0.413 3.287
H -6.417 0.849 1.728
H -5.949 1.717 -0.534
H -3.607 1.967 -1.298
Cl -0.213 -1.984 -3.333
Si -2.523 -2.514 -1.230
Cl -4.235 -2.256 -2.400
Cl -2.535 -4.609 -1.165

---

2.
17
Properties=species:S:1:pos:R:3 method="wB97M-V/def2-TZVPD" molar_mass_g_mol=93.13 gap_ev=10.049 e_tot_ha=-322.18953
C -0.214 0.022 1.311
N 0.841 -0.008 0.217
C 0.806 -1.290 -0.497
N 2.135 0.188 0.831
H 0.087 -0.625 2.142
H -0.314 1.049 1.676
H -1.190 -0.280 0.921
H 0.919 -2.147 0.175
H 1.599 -1.331 -1.254
H -0.143 -1.377 -1.036
H 2.385 -0.590 1.444
H 2.877 0.240 0.127
N -2.435 1.218 -0.914
O -1.161 1.310 -1.593
H -2.918 2.065 -1.222
H -2.892 0.441 -1.396
H -0.383 1.115 -0.932

---

Repeat the first record exactly.
80
Properties=species:S:1:pos:R:3 method="wB97M-V/def2-TZVPD" charge=-1 molar_mass_g_mol=747.07 gap_ev="5.585 / 5.508" s2=6.0438 multiplicity=5 e_tot_ha=-5509.36619
Fe -0.675 -1.276 -1.400
C 0.531 1.641 -3.971
Si -1.178 1.699 -3.110
C -1.678 3.553 -3.087
C -2.486 0.819 -4.191
N -1.129 0.847 -1.614
P -1.031 1.277 -0.058
C -0.180 0.476 1.203
P 0.785 -0.940 1.125
N 1.082 -1.806 -0.206
Si 2.416 -2.801 -0.658
C 3.419 -1.904 -2.021
C 1.739 -4.452 -1.333
C 3.693 -3.271 0.695
C 0.083 -2.160 2.317
C -1.304 -2.228 2.309
C -1.976 -3.175 3.056
C -1.258 -4.083 3.816
C 0.127 -4.043 3.811
C 0.797 -3.092 3.059
C 2.380 -0.416 1.845
C 3.219 0.220 0.936
C 4.448 0.707 1.328
C 4.848 0.571 2.651
C 3.999 -0.021 3.572
C 2.759 -0.498 3.177
C -0.491 3.033 -0.047
C 0.807 3.279 -0.480
C 1.275 4.573 -0.599
C 0.445 5.638 -0.278
C -0.839 5.398 0.177
C -1.308 4.100 0.296
C -2.768 1.334 0.557
C -3.043 0.913 1.852
C -4.348 0.752 2.279
C -5.396 1.015 1.412
C -5.131 1.480 0.133
C -3.824 1.627 -0.297
H 0.462 2.023 -4.985
H 0.894 0.620 -4.024
H 1.275 2.229 -3.442
H -1.885 3.878 -4.103
H -0.886 4.183 -2.694
H -2.565 3.748 -2.493
H -2.575 1.308 -5.157
H -3.468 0.809 -3.728
H -2.201 -0.214 -4.363
H 2.753 -1.497 -2.775
H 4.097 -2.592 -2.514
H 4.011 -1.084 -1.625
H 1.078 -4.280 -2.175
H 1.180 -5.004 -0.583
H 2.554 -5.084 -1.675
H 4.189 -2.403 1.114
H 4.457 -3.910 0.260
H 3.240 -3.820 1.513
H -1.835 -1.510 1.697
H -3.056 -3.195 3.055
H -1.776 -4.826 4.407
H 0.688 -4.750 4.408
H 1.878 -3.073 3.048
H 2.875 0.307 -0.088
H 5.093 1.198 0.610
H 5.818 0.935 2.960
H 4.306 -0.105 4.605
H 2.087 -0.936 3.901
H 1.434 2.430 -0.731
H 2.285 4.754 -0.939
H 0.804 6.652 -0.387
H -1.478 6.229 0.441
H -2.312 3.906 0.646
H -2.205 0.705 2.504
H -4.545 0.413 3.287
H -6.417 0.849 1.728
H -5.949 1.717 -0.534
H -3.607 1.967 -1.298
Cl -0.213 -1.984 -3.333
Si -2.523 -2.514 -1.230
Cl -4.235 -2.256 -2.400
Cl -2.535 -4.609 -1.165

---

Repeat the first record exactly.
80
Properties=species:S:1:pos:R:3 method="wB97M-V/def2-TZVPD" charge=-1 molar_mass_g_mol=747.07 gap_ev="5.585 / 5.508" s2=6.0438 multiplicity=5 e_tot_ha=-5509.36619
Fe -0.675 -1.276 -1.400
C 0.531 1.641 -3.971
Si -1.178 1.699 -3.110
C -1.678 3.553 -3.087
C -2.486 0.819 -4.191
N -1.129 0.847 -1.614
P -1.031 1.277 -0.058
C -0.180 0.476 1.203
P 0.785 -0.940 1.125
N 1.082 -1.806 -0.206
Si 2.416 -2.801 -0.658
C 3.419 -1.904 -2.021
C 1.739 -4.452 -1.333
C 3.693 -3.271 0.695
C 0.083 -2.160 2.317
C -1.304 -2.228 2.309
C -1.976 -3.175 3.056
C -1.258 -4.083 3.816
C 0.127 -4.043 3.811
C 0.797 -3.092 3.059
C 2.380 -0.416 1.845
C 3.219 0.220 0.936
C 4.448 0.707 1.328
C 4.848 0.571 2.651
C 3.999 -0.021 3.572
C 2.759 -0.498 3.177
C -0.491 3.033 -0.047
C 0.807 3.279 -0.480
C 1.275 4.573 -0.599
C 0.445 5.638 -0.278
C -0.839 5.398 0.177
C -1.308 4.100 0.296
C -2.768 1.334 0.557
C -3.043 0.913 1.852
C -4.348 0.752 2.279
C -5.396 1.015 1.412
C -5.131 1.480 0.133
C -3.824 1.627 -0.297
H 0.462 2.023 -4.985
H 0.894 0.620 -4.024
H 1.275 2.229 -3.442
H -1.885 3.878 -4.103
H -0.886 4.183 -2.694
H -2.565 3.748 -2.493
H -2.575 1.308 -5.157
H -3.468 0.809 -3.728
H -2.201 -0.214 -4.363
H 2.753 -1.497 -2.775
H 4.097 -2.592 -2.514
H 4.011 -1.084 -1.625
H 1.078 -4.280 -2.175
H 1.180 -5.004 -0.583
H 2.554 -5.084 -1.675
H 4.189 -2.403 1.114
H 4.457 -3.910 0.260
H 3.240 -3.820 1.513
H -1.835 -1.510 1.697
H -3.056 -3.195 3.055
H -1.776 -4.826 4.407
H 0.688 -4.750 4.408
H 1.878 -3.073 3.048
H 2.875 0.307 -0.088
H 5.093 1.198 0.610
H 5.818 0.935 2.960
H 4.306 -0.105 4.605
H 2.087 -0.936 3.901
H 1.434 2.430 -0.731
H 2.285 4.754 -0.939
H 0.804 6.652 -0.387
H -1.478 6.229 0.441
H -2.312 3.906 0.646
H -2.205 0.705 2.504
H -4.545 0.413 3.287
H -6.417 0.849 1.728
H -5.949 1.717 -0.534
H -3.607 1.967 -1.298
Cl -0.213 -1.984 -3.333
Si -2.523 -2.514 -1.230
Cl -4.235 -2.256 -2.400
Cl -2.535 -4.609 -1.165